1.
Formula: C9H8O5S3V
Source: OMol25
Level of theory: wB97M-V/def2-TZVPD

Structure (ORCA input):
```
! RIJCOSX wB97M-V def2-TZVPD def2/J DEFGRID3
* xyz 0 2
V -1.962 -0.261 -0.192
O -1.780 2.217 0.438
C -1.056 1.617 -0.330
O -1.572 0.932 -1.345
C 0.436 1.429 -0.068
C 1.038 0.548 -1.175
C 2.558 0.420 -1.000
C 2.657 -0.602 0.157
C 1.179 -0.786 0.508
O 0.533 -0.740 -0.777
C 0.657 0.503 1.192
C -0.613 0.202 1.995
O -0.812 0.645 3.086
O -1.445 -0.637 1.356
H 0.901 2.404 0.059
H 0.697 0.784 -2.177
H 3.011 1.382 -0.764
H 3.011 0.035 -1.910
H 3.238 -0.250 1.007
H 3.081 -1.545 -0.185
H 0.927 -1.711 1.020
H 1.372 0.936 1.886
S -5.289 -3.023 -0.950
C -4.112 -1.938 -0.701
S -4.246 -0.349 -0.034
S -2.407 -2.211 -1.096
*
```

For the electronic energy, the calculation gives -77894.08955 eV. The HOMO energy (alpha / beta) comes out at -0.312 / -0.313 Eh. For the strongest force on any atom, the calculation gives 6.0 eV Å⁻¹.

Atom charges from the natural (NBO) analysis, given in e for atoms 1 to 4: number 1, V, carries 0.931; number 2, O, carries -0.475; number 3, C, carries 0.675; number 4, O, carries -0.563

=====

2.
Formula: C6H12O5
Source: OMol25
Level of theory: wB97M-V/def2-TZVPD

Structure (ORCA input):
```
! RIJCOSX wB97M-V def2-TZVPD def2/J DEFGRID3
* xyz 0 1
O -1.707 0.423 1.122
C -1.335 -0.128 -0.075
C -0.387 -1.378 0.036
O -1.034 -2.256 0.947
C 0.967 -0.962 0.621
O 0.819 -0.422 1.981
C 1.646 0.098 -0.272
C 0.713 1.332 -0.463
O 0.564 2.015 0.796
C -0.689 0.936 -1.035
O -0.445 0.453 -2.315
H -0.850 0.593 1.549
H -2.301 -0.460 -0.571
H -0.284 -1.763 -0.939
H -0.630 -3.138 0.840
H 1.590 -1.853 0.744
H 0.154 -0.970 2.432
H 1.941 -0.306 -1.260
H 2.602 0.423 0.204
H 1.201 2.006 -1.218
H -0.149 2.700 0.727
H -1.354 1.802 -0.962
H -1.033 0.855 -2.889
*
```

For the electronic energy, the calculation gives -16653.21727 eV. The HOMO energy comes out at -0.342 Eh. Its SMILES is O[C@@H]1[C@H](O)[C@H](O)C[C@H](O)[C@H]1O. For the strongest force on any atom, the calculation gives 3.1 eV Å⁻¹. As for the energy above the lowest of the compared OMol25 structures with the same formula, charge and spin: 11.9 kcal/mol.

Atom charges from the natural (NBO) analysis, given in e for atoms 1 to 4: number 1, O, carries -0.720; number 2, C, carries 0.080; number 3, C, carries 0.028; number 4, O, carries -0.718

=====

3.
Formula: H3NOP2
Source: OMol25
Level of theory: wB97M-V/def2-TZVPD

Structure (ORCA input):
```
! RIJCOSX wB97M-V def2-TZVPD def2/J DEFGRID3
* xyz 0 1
N -1.857 0.054 0.006
O -3.046 -0.122 0.028
P 0.868 1.149 0.192
P -0.406 -0.595 0.094
H 1.803 0.307 1.134
H 1.766 0.873 -0.967
H 0.873 -1.666 -0.486
*
```

For the electronic energy, the calculation gives -22158.24463 eV. The HOMO energy (alpha / beta) comes out at -0.321 / -0.318 Eh. For the strongest force on any atom, the calculation gives 4.0 eV Å⁻¹. As for the energy above the lowest of the compared OMol25 structures with the same formula, charge and spin: 51.5 kcal/mol.

Atom charges from the natural (NBO) analysis, given in e for atoms 1 to 4: number 1, N, carries -0.211; number 2, O, carries -0.297; number 3, P, carries 0.027; number 4, P, carries 0.543

=====

4.
Formula: C22H33F3N11O5S
Source: OMol25
Level of theory: wB97M-V/def2-TZVPD

Structure (ORCA input):
```
! RIJCOSX wB97M-V def2-TZVPD def2/J DEFGRID3
* xyz 1 1
C -2.348 -5.422 2.338
C -2.651 -5.466 0.707
F -3.388 -6.698 0.344
C -3.505 -4.073 0.371
N -4.956 -3.983 0.802
C -5.277 -2.576 0.309
N -6.530 -2.036 0.463
N -4.086 -1.907 -0.340
N -3.900 -0.653 -0.898
C -4.521 0.458 -0.080
O -5.712 1.013 -0.414
F -3.897 0.990 1.185
C -4.279 -0.593 -2.361
O -3.842 0.490 -3.059
F -5.032 -1.624 -3.117
N -3.010 -2.825 -0.334
C -1.617 -2.650 -0.905
C -0.558 -1.872 0.075
C -0.067 -0.476 -0.631
C 0.590 -0.643 -2.123
S 1.927 -1.950 -2.263
O 1.357 -3.215 -2.989
O 3.050 -1.363 -3.196
O 2.699 -2.309 -0.771
H -3.023 -4.573 2.834
H -1.203 -5.160 2.542
H -2.681 -6.439 2.811
H -1.600 -5.447 0.148
H -7.342 -2.402 -0.121
H -6.780 -1.279 1.168
H -1.204 -3.736 -1.149
H -1.763 -2.132 -1.969
H -1.104 -1.632 1.101
H 0.341 -2.620 0.315
H -1.042 0.202 -0.750
H 0.631 0.086 0.122
H -0.248 -0.861 -2.944
H 1.079 0.381 -2.442
H 2.399 -3.229 -0.502
C 1.209 -8.004 3.897
C 1.063 -7.057 2.717
N 0.941 -6.272 1.738
H 0.370 -7.873 4.586
H 1.223 -9.039 3.545
H 2.142 -7.796 4.428
C 3.006 3.130 -0.637
C 2.010 2.375 0.229
N 1.184 1.749 0.947
H 3.745 3.630 -0.005
H 3.521 2.435 -1.305
H 2.484 3.881 -1.237
C 4.170 7.236 0.743
C 4.135 6.397 -0.524
N 4.106 5.700 -1.575
H 3.804 6.649 1.589
H 5.195 7.556 0.949
H 3.538 8.120 0.622
C -0.260 7.572 -0.068
C 0.364 6.945 1.169
N 0.881 6.425 2.194
H 0.269 8.494 -0.326
H -0.196 6.878 -0.910
H -1.311 7.806 0.123
C 0.830 -1.651 3.769
C 0.051 -2.866 4.246
N -0.596 -3.873 4.642
H 0.139 -0.868 3.447
H 1.453 -1.265 4.580
H 1.472 -1.927 2.927
C 5.288 6.831 -5.387
C 5.489 8.146 -4.651
N 5.655 9.236 -4.040
H 6.118 6.661 -6.078
H 5.245 6.006 -4.671
H 4.353 6.860 -5.954
*
```

For the electronic energy, the calculation gives -68939.36265 eV. The HOMO energy comes out at -0.454 Eh. For the strongest force on any atom, the calculation gives 10.5 eV Å⁻¹.

Atom charges from the Löwdin analysis, given in e for atoms 1 to 4: number 1, C, carries -0.069; number 2, C, carries -0.189; number 3, F, carries -0.063; number 4, C, carries 0.002

=====

5.
Formula: C23H45CaCl3N2O3PSi
Source: OMol25
Level of theory: wB97M-V/def2-TZVPD

Structure (ORCA input):
```
! RIJCOSX wB97M-V def2-TZVPD def2/J DEFGRID3
* xyz -1 1
C 1.555 3.051 -2.956
C 2.567 1.941 -2.877
H 1.883 3.901 -2.330
H 0.563 2.728 -2.606
H 1.467 3.417 -4.002
C 3.858 2.205 -3.147
C 4.399 3.585 -3.269
H 4.591 1.418 -3.374
H 4.027 4.262 -2.486
H 4.127 4.021 -4.242
H 5.493 3.563 -3.211
Ca -0.878 0.286 -1.061
Cl -5.412 0.644 0.566
Cl -1.770 -0.271 -3.369
C -2.134 -2.544 -0.518
O -1.685 -1.502 0.037
N -1.982 -3.752 0.013
C -1.414 -3.870 1.361
C -1.961 -4.912 -0.865
H -2.666 -2.494 -1.484
H -1.994 -3.273 2.074
H -0.360 -3.546 1.388
H -1.478 -4.928 1.634
H -2.834 -4.874 -1.523
H -1.987 -5.813 -0.245
H -1.052 -4.920 -1.488
H -2.808 4.964 2.524
H 0.533 3.190 1.377
C -2.108 4.337 3.102
C 0.066 3.338 2.348
N -1.390 3.393 2.228
H -2.682 3.819 3.891
C -2.059 2.608 1.373
O -1.502 1.902 0.485
H 0.355 2.548 3.043
H -3.161 2.606 1.488
H -1.365 4.986 3.577
H 0.386 4.287 2.768
O 1.343 0.439 -1.322
C 2.075 0.540 -2.587
C 4.347 -0.418 -1.980
C 3.188 -0.490 -2.754
H 4.499 0.447 -1.328
C 5.341 -1.403 -2.083
H 1.339 0.318 -3.368
C 3.003 -1.563 -3.640
H 6.256 -1.314 -1.489
C 5.182 -2.432 -3.011
C 4.018 -2.517 -3.794
H 2.065 -1.590 -4.209
H 5.976 -3.170 -3.146
H 3.892 -3.286 -4.567
Si 2.266 -0.133 0.280
Cl 3.383 1.667 0.405
C 3.822 -1.052 1.037
C 1.937 -1.984 -0.339
C 0.888 0.058 1.569
H 4.099 -2.005 0.575
H 3.534 -1.291 2.069
H 4.747 -0.451 1.062
H 0.479 1.073 1.540
H 1.323 -0.105 2.565
H 0.019 -0.611 1.511
H 2.790 -2.251 -0.977
H 1.042 -2.162 -0.951
H 1.925 -2.672 0.523
C -7.035 -1.113 2.414
P -5.646 0.007 2.469
C -5.933 1.491 3.420
C -4.084 -0.788 2.876
H -7.918 -0.596 2.007
H -7.269 -1.442 3.435
H -6.781 -2.001 1.814
H -6.476 1.220 4.337
H -4.981 1.979 3.686
H -6.575 2.177 2.846
H -4.063 -1.052 3.952
H -3.972 -1.711 2.274
H -3.236 -0.114 2.651
*
```

For the electronic energy, the calculation gives -106879.03339 eV. The HOMO energy (alpha / beta) comes out at 0.000 / -0.039 Eh. For the strongest force on any atom, the calculation gives 4.5 eV Å⁻¹. As for the energy above the lowest of the compared OMol25 structures with the same formula, charge and spin: 126.8 kcal/mol.

Atom charges from the Löwdin analysis, given in e for atoms 1 to 4: number 1, C, carries -0.039; number 2, C, carries -0.258; number 3, H, carries 0.081; number 4, H, carries 0.071

=====

Among the records above, which one has the highest strongest force on any atom?
C22H33F3N11O5S

=====

The highest strongest force on any atom belongs to which entry?
C22H33F3N11O5S

=====

The highest strongest force on any atom belongs to which entry?
C22H33F3N11O5S

=====

Which value of strongest force on any atom does entry 2 give?
3.1 eV Å⁻¹